No. 1
This record from OMol25 describes a structure of composition C27H37BBrCrN7O2S3. The level of theory is ωB97M-V/def2-TZVPD.

Computed properties:
Relative energy (zero: lowest compared OMol25 entry of this formula, charge and spin): 0.00 kcal/mol
Total energy: -174777.112 eV
<S²>: 6.020
Total charge: 0
HOMO energy (alpha / beta): -7.35 / -8.11 eV
M: 730.55 g/mol
2S+1: 5
Orbital gap (alpha / beta): 7.79 / 8.57 eV

Last column: Mulliken charge in e.
Atoms and positions in Å:
1 N 1.662 13.256 10.859  -0.6376
2 H 2.118 17.902 16.383  0.5270
3 C 6.862 10.830 14.527  1.4223
4 H 7.417 18.122 8.142  0.5155
5 C 8.101 13.881 16.099  -1.2070
6 H 7.749 11.811 16.909  0.5251
7 C 2.726 14.023 10.637  -0.4146
8 H 10.731 15.530 10.526  0.4906
9 N 7.242 16.777 15.064  -0.1931
10 H 5.238 11.493 13.194  0.2502
11 H 5.037 9.908 13.990  0.5173
12 H 4.786 11.323 14.911  0.3764
13 C 3.928 19.714 16.005  -2.1517
14 C 9.944 18.103 9.283  -1.5455
15 N 7.367 12.198 14.825  0.3712
16 H 8.573 18.357 15.324  0.6781
17 H 7.690 10.877 12.517  0.3087
18 H 8.469 14.527 16.877  0.5750
19 H 6.260 19.828 15.541  0.4837
20 C 3.363 18.420 13.969  -1.0125
21 C 7.693 10.227 13.392  -1.4993
22 S 5.023 15.215 14.585  -0.4639
23 H 2.890 19.982 16.103  0.4829
24 C 7.501 13.299 14.033  0.3604
25 H 8.009 9.815 16.143  0.4339
26 Br 1.213 11.078 7.429  -0.2048
27 H 7.382 18.893 9.756  0.4252
28 H 9.933 18.608 8.292  0.3969
29 N 8.774 16.125 13.013  0.2287
30 C 7.694 12.578 16.150  -0.3720
31 H 9.687 15.364 8.637  0.3589
32 C 3.945 18.302 15.421  1.2348
33 H 0.421 11.772 10.111  0.3537
34 H 7.282 9.272 13.092  0.4654
35 H 6.609 8.975 15.444  0.4638
36 N 8.006 14.323 14.757  0.1641
37 C 8.132 16.772 12.014  0.3280
38 H 2.297 18.709 13.985  0.4748
39 H 3.873 19.201 13.307  0.2520
40 H 4.392 20.485 15.395  0.4907
41 O 5.388 14.644 8.225  -0.6502
42 C 1.975 12.257 8.745  -0.0392
43 C 6.454 18.784 15.432  -0.2236
44 H 9.997 18.912 10.029  0.3329
45 H 6.347 10.292 16.584  0.5024
46 C 1.300 12.390 9.932  -0.1643
47 C 6.953 9.956 15.766  -2.2551
48 S 6.657 17.572 12.233  -0.3341
49 B 8.357 15.793 14.517  1.1043
50 C 8.715 15.870 8.565  -1.3242
51 Cr 5.689 15.335 12.251  0.2365
52 H 3.720 12.834 7.684  0.7432
53 H 3.547 17.220 17.278  0.3650
54 C 8.753 17.171 9.485  1.1305
55 H 10.875 17.548 9.434  0.3713
56 O 5.280 15.261 10.344  -0.2130
57 C 4.822 14.623 9.307  0.5716
58 H 7.938 15.246 8.938  0.2589
59 C 9.968 15.850 11.227  -0.1014
60 H 2.909 16.400 15.872  0.3081
61 H 8.492 16.194 7.534  0.4639
62 C 5.879 16.640 15.081  0.2718
63 C 7.558 18.079 15.258  -1.2404
64 C 3.061 17.401 16.310  -1.6555
65 C 5.409 10.912 14.117  -1.5952
66 H 6.539 17.399 9.435  0.2897
67 H 8.766 10.030 13.643  0.3434
68 H 10.607 15.028 13.146  0.6434
69 N 5.362 17.884 15.304  0.5493
70 H 4.345 19.775 17.032  0.4435
71 C 3.520 13.879 9.512  0.0868
72 H 9.342 15.946 15.189  -0.2123
73 C 3.146 12.938 8.526  -0.6472
74 H 3.417 17.508 13.392  -0.0025
75 C 9.925 15.536 12.512  -1.5344
76 H 2.981 14.778 11.350  0.6432
77 S 7.160 13.427 12.332  -0.3104
78 N 8.877 16.644 10.880  0.4990
79 C 7.448 17.940 9.227  -1.9089

Force components x, y, z for each atom (eV/Å):
-0.2302 0.3794 0.5616
-0.6045 0.1841 0.3951
0.3676 0.3176 -0.5835
0.1793 0.1775 0.2617
-0.3806 -1.0162 -0.9051
-0.1031 0.6142 0.0451
0.1525 -0.6049 -0.7697
-0.3421 0.3308 0.0287
-0.6976 -1.5610 -0.3205
0.2126 -0.2819 0.4179
-0.0944 -0.4198 -0.3561
0.1303 0.3158 0.0992
-0.0473 0.0284 1.0242
0.5191 0.2872 -0.3310
0.2866 1.0879 1.3887
0.7625 0.4202 -0.1078
-0.0950 -0.0454 0.0967
0.0032 -0.0032 -0.0468
0.2950 0.1249 0.2020
0.1048 1.0186 -0.5861
1.0084 -0.0350 -0.1299
-0.1253 0.3252 0.3528
-0.4911 0.2353 -0.0102
0.2461 0.0730 -0.5556
-0.9896 0.2149 -0.4886
0.3874 0.2801 0.3042
0.2026 -0.0957 -0.0731
0.0143 -0.6086 0.5061
-0.2257 -0.4197 1.0013
0.6132 0.6908 -1.2018
-0.3201 0.0062 -0.3290
-0.2305 0.6407 -1.3485
0.1319 0.1980 0.1176
-0.2601 -0.2395 -0.0081
-0.0546 -0.0709 0.1888
-0.5113 -1.4837 1.6590
0.6773 -0.2730 -0.0348
0.3569 -0.0973 0.2611
-0.3438 -0.8696 1.2363
0.0586 -0.1356 -0.1992
-0.4815 -0.4138 0.0530
0.0447 -0.6871 -0.9331
-2.1057 -0.0882 -0.1675
-0.4591 -0.2664 -0.0820
-0.4743 0.1929 0.3536
-0.5900 -0.0996 0.3547
1.5376 -0.7256 -0.1375
-0.9563 0.8110 -0.3462
-0.0550 0.7736 -0.5152
1.1657 2.1084 0.2643
-0.2451 -0.1796 -0.1918
1.3148 -0.2489 -1.9710
-0.2992 0.3633 -0.0520
-1.0603 -0.6471 -0.2585
0.0121 0.0823 -0.4236
-0.2772 -0.2024 -0.0355
0.6998 0.7922 0.2875
-0.7139 -0.5732 0.1179
0.9586 -0.1081 -1.5889
0.0335 0.5500 -0.0022
0.2145 -0.3653 0.4195
0.6359 0.9079 -0.6531
0.5950 -0.2374 0.4625
1.3776 -0.9512 -0.6441
-0.6869 0.3697 -0.2809
-0.0376 -0.4843 0.2503
-0.8081 0.3251 0.1777
0.2965 -0.4336 0.2170
1.2217 -0.4502 0.6359
-0.0581 -0.1975 -0.5633
0.3350 -0.7535 -0.8356
0.0984 0.3681 -0.0058
-1.2472 1.1396 2.4383
0.1146 -0.4943 0.1689
-1.0818 0.8101 0.5786
-0.0278 0.2737 0.5627
-0.0626 -0.5736 0.1933
0.3699 -0.6097 0.8750
0.1385 0.2330 -0.4856



No. 2
This record from OMol25 describes a cluster of 3 separate species, C27H37FN4O6 in total. The level of theory is ωB97M-V/def2-TZVPD.

Computed properties:
Total energy: -49557.383 eV
Structure (SMILES): C#Cc1c(-c2ccncc2)cc2c(c1F)C(=O)NC2=O.COCCNCCOC.COCCNCCOC
Total charge: 0
HOMO energy: -8.80 eV
M: 532.61 g/mol
Orbital gap: 7.74 eV

Last column: Mulliken charge in e.
Atoms and positions in Å:
1 H -0.303 4.549 6.462  0.4093
2 F 7.810 -2.437 -0.889  -0.3094
3 C 5.781 -4.095 -0.478  -1.0151
4 C 5.916 -4.957 0.343  0.1809
5 C -4.150 3.105 3.594  -0.6572
6 H -1.043 1.563 2.939  0.3959
7 C -1.067 5.025 5.840  -0.8054
8 C 5.610 -1.082 -3.373  0.0343
9 C 2.062 -3.301 -2.626  -0.3307
10 H -5.216 2.895 3.515  0.3048
11 H -0.916 6.106 5.891  0.3939
12 O -2.369 4.762 6.346  -0.3414
13 H -2.417 4.128 1.980  0.3222
14 H -0.181 2.970 2.338  0.4003
15 H -4.886 -0.381 -3.675  0.3833
16 H -1.725 2.778 4.804  0.0899
17 O -3.511 2.455 2.510  -0.3499
18 C -1.338 -1.693 -1.077  -0.5637
19 H -1.687 3.839 8.078  0.3392
20 C -0.934 4.597 4.394  -0.1635
21 C -5.347 -0.364 -1.589  -0.7653
22 C 5.660 -3.111 -1.512  0.3448
23 C 5.858 0.071 -4.289  0.0355
24 H -2.139 2.661 1.061  0.3026
25 O 5.255 0.358 -5.275  -0.5006
26 H -0.631 -2.205 -0.425  0.3571
27 C -4.491 0.297 0.542  -0.4495
28 H -4.016 -1.578 -2.702  0.1389
29 H 6.040 -5.722 1.070  0.4626
30 O -4.781 -0.765 -0.350  -0.3650
31 H -3.426 3.755 7.748  0.2364
32 O -0.623 -1.272 -2.226  -0.3478
33 H 6.748 1.589 -3.338  0.3023
34 H -3.806 2.720 4.558  0.1988
35 H -1.741 5.087 3.833  0.1693
36 C 6.732 -1.230 -2.577  0.3740
37 N 0.953 -5.383 -2.144  -0.6772
38 H 1.928 -2.280 -2.946  0.5004
39 C -1.390 -1.140 -3.409  -0.2998
40 H -3.622 0.880 0.219  0.0504
41 C 4.514 -2.941 -2.322  1.0513
42 C 7.713 -0.161 -2.915  0.0306
43 H 4.245 -5.607 -1.543  0.4870
44 H -5.345 0.968 0.658  0.3744
45 H -2.143 -2.387 -1.333  0.3450
46 H -2.041 -2.013 -3.538  0.3938
47 C 4.518 -1.910 -3.270  -0.7097
48 C 3.306 -3.800 -2.244  0.5471
49 C -2.300 3.042 2.074  -0.3678
50 H 3.679 -1.770 -3.932  0.6832
51 C -4.363 -0.536 -2.726  -0.1669
52 H 2.181 -6.878 -1.448  0.3753
53 H -5.711 0.667 -1.539  0.3747
54 H 0.018 4.971 4.005  0.3541
55 H -0.667 -1.169 -4.230  0.3978
56 H -2.924 0.435 -1.682  -0.0722
57 H -1.751 -0.846 -0.523  0.0497
58 O 8.852 -0.069 -2.578  -0.4895
59 H -2.510 0.268 -4.562  0.4633
60 C 6.757 -2.254 -1.662  0.0502
61 C -2.150 0.177 -3.533  -1.1198
62 H -4.003 4.187 3.560  0.3054
63 C 0.952 -4.121 -2.565  -0.4956
64 H -1.429 0.983 -3.379  0.3808
65 C -1.072 2.655 2.892  -0.8414
66 N -3.270 0.424 -2.632  -0.2040
67 C 3.325 -5.125 -1.825  -0.6318
68 C -2.438 3.715 7.292  -0.7000
69 N -0.955 3.147 4.261  -0.3001
70 H -2.311 2.729 6.832  0.2882
71 C 2.146 -5.851 -1.790  -0.4798
72 N 7.049 0.748 -3.824  -0.3076
73 H -0.001 -3.715 -2.876  0.4850
74 H -6.205 -1.015 -1.777  0.4047
75 H -4.261 -0.142 1.510  0.2591

Force components x, y, z for each atom (eV/Å):
-0.0190 -0.0807 -0.0264
0.2947 -0.0231 0.2183
-0.1290 -0.2045 -0.1295
0.0966 0.1210 0.0766
-0.1044 -0.1333 -0.0786
0.0275 -0.0027 -0.0382
0.0342 0.2162 -0.0509
0.1493 -0.0729 0.0452
0.1500 0.0030 0.0960
0.0041 0.0058 -0.0230
0.0080 -0.0038 0.0349
0.0227 -0.1397 0.0348
-0.0066 0.0116 0.1118
-0.0131 0.0406 -0.0223
0.0093 -0.0210 -0.0194
0.0108 0.0023 0.0220
0.0139 0.0339 0.0861
0.2039 -0.0032 0.0393
0.0212 -0.0323 0.0046
-0.0420 -0.1696 -0.0002
-0.1218 -0.1634 -0.0746
-0.1022 0.0655 0.1624
0.2475 -0.1403 0.1193
-0.0152 0.0073 -0.0028
-0.3466 0.3195 -0.0278
0.0064 -0.0165 -0.0261
0.0138 -0.1608 0.0100
-0.0706 -0.0321 -0.0411
-0.0084 -0.0034 0.0510
0.0331 0.1271 0.0461
-0.0080 0.0147 -0.0169
-0.0597 0.0351 0.0146
0.5586 0.4022 -0.3570
0.0338 0.1002 0.0321
0.0433 0.0826 -0.0037
-0.0534 -0.0609 -0.0980
0.3484 0.1606 -0.0483
-0.0550 0.0917 0.0392
0.0982 -0.0383 -0.1910
-0.0582 0.0966 0.0055
0.2087 0.1297 -0.1624
-0.1723 0.0357 -0.0413
-0.0194 -0.0377 -0.0097
0.0206 0.0522 -0.0139
-0.0507 0.0320 -0.0013
-0.0669 0.0329 0.0926
0.0286 -0.0898 -0.1315
-0.1684 -0.0293 0.0929
0.0522 -0.0108 -0.2012
-0.0308 -0.0049 -0.0740
0.1222 0.1079 0.0335
-0.0550 -0.0795 -0.0055
0.0773 0.0347 0.0063
-0.0052 0.0120 -0.0316
0.0075 -0.0086 0.0127
-0.0322 0.0172 0.0121
-0.1025 -0.0392 -0.0129
0.1131 0.2269 0.2636
-0.0095 -0.0496 -0.0136
-0.1704 -0.0157 -0.1988
-0.0575 0.1666 0.0673
0.0426 0.0113 0.0369
-0.4356 0.0918 -0.1103
0.0087 0.0039 -0.0475
0.0889 -0.0972 0.1376
0.0748 -0.1678 0.0685
0.1721 -0.0349 -0.0819
-0.0804 0.0742 -0.0225
-0.1813 0.0684 -0.0331
0.0734 -0.0128 0.0402
-0.0001 -0.2416 0.0947
-0.5716 -0.6170 0.2102
-0.0875 -0.0006 0.0414
-0.0152 0.0209 0.0162
0.0057 -0.0164 -0.0071



No. 3
This record from OMol25 describes a structure of composition C27H37FN7O3ReSSi. The level of theory is ωB97M-V/def2-TZVPD.

Computed properties:
Total energy: -68712.306 eV
<S²>: 0.759
Total charge: +3
HOMO energy (alpha / beta): -15.15 / -15.11 eV
M: 773.00 g/mol
2S+1: 2
Orbital gap (alpha / beta): 6.28 / 6.47 eV

Last column: Mulliken charge in e.
Atoms and positions in Å:
1 C -0.696 0.555 0.121  1.7159
2 N 0.946 -3.549 -0.437  0.2364
3 H -3.967 -4.936 2.509  0.3832
4 C 1.137 -5.904 -0.032  -0.5152
5 C -2.150 -4.029 -2.890  0.8352
6 H -1.795 -6.037 -3.021  0.2493
7 C -3.784 4.559 1.380  -1.0001
8 F 3.460 2.840 -0.648  -0.3453
9 C -2.495 5.275 1.652  -0.3582
10 H -4.618 5.113 0.973  0.2698
11 H -2.435 6.336 1.446  0.3099
12 N 4.480 6.995 0.325  -0.1281
13 H 4.944 4.953 0.083  0.4275
14 C 3.289 6.841 1.244  -0.8785
15 H 5.320 7.160 0.880  0.3518
16 C -0.547 3.016 0.180  0.0164
17 C 2.483 -5.789 -0.346  -0.7012
18 H -0.311 5.146 0.166  0.8481
19 H 4.356 7.824 -0.259  0.3901
20 H 3.171 7.766 1.806  0.4365
21 N -1.442 -5.132 -2.745  -0.2388
22 H 4.098 -4.480 -0.915  0.4806
23 H -2.791 -7.844 0.644  0.4244
24 H -3.152 -6.774 -0.706  0.2955
25 H -2.652 4.787 -0.510  0.4929
26 H -3.865 -3.199 -3.562  0.2227
27 H -1.501 -7.409 -0.473  0.3330
28 H 3.110 -6.673 -0.323  0.4722
29 H 1.780 7.374 -0.201  0.3049
30 H -1.817 -6.657 3.320  0.4229
31 N -1.908 3.066 0.477  0.3801
32 O -4.012 -0.291 1.311  -0.5889
33 C 2.044 6.516 0.428  -0.5925
34 H 5.506 5.997 -1.240  0.3752
35 Si -2.052 -5.582 1.152  -0.0993
36 H -4.388 -4.881 0.800  0.3136
37 H -4.065 3.779 2.076  0.3410
38 Re -0.853 -2.512 -0.147  1.3195
39 C 0.192 4.196 0.050  -1.3480
40 C -2.584 1.937 0.638  -0.3522
41 O -2.448 -1.688 0.592  -0.4816
42 C 4.682 5.786 -0.563  -0.6747
43 H 1.227 6.355 1.127  0.4480
44 H 1.946 0.797 -0.453  0.3881
45 C 2.258 -3.426 -0.726  0.7948
46 C 2.133 2.897 -0.426  0.2507
47 C -3.599 -4.646 1.520  -0.9209
48 O -0.102 -0.576 -0.145  -0.9540
49 H -0.532 -5.095 -2.316  0.1488
50 N -0.940 -4.469 0.222  0.5827
51 H -3.701 -4.880 -3.916  0.2290
52 C 3.045 -4.560 -0.680  -0.6723
53 C 0.395 -4.740 -0.063  -0.0509
54 N 2.275 5.341 -0.393  0.1353
55 H 3.538 -1.764 -0.344  0.3801
56 C -2.389 -7.024 0.038  -0.9963
57 H 3.314 -2.121 -2.050  0.4573
58 C -1.142 -6.085 2.676  -1.0215
59 C 0.063 1.768 -0.013  0.1153
60 H -1.921 4.941 2.507  0.2228
61 C -2.929 -0.457 0.836  0.3370
62 C 3.389 5.518 -1.311  -0.7949
63 C 1.434 1.741 -0.326  -0.7377
64 H -3.460 -3.566 1.529  0.1458
65 N -3.325 -4.046 -3.488  -0.3937
66 C -2.613 4.350 0.479  -0.3675
67 C 2.803 -2.077 -1.088  -1.2470
68 H 3.166 6.373 -1.961  0.3330
69 C 1.540 4.171 -0.260  0.0461
70 H 3.520 4.660 -1.958  0.4906
71 H -0.811 -5.208 3.242  0.3353
72 H -3.634 2.019 0.884  0.7178
73 H 2.007 -1.339 -1.138  -0.0336
74 H 0.694 -6.848 0.255  0.4866
75 H -0.270 -6.713 2.476  0.3413
76 S -1.550 -2.452 -2.418  -0.5597
77 C -2.028 0.679 0.513  -0.3449
78 H 3.527 6.032 1.932  0.3624

Force components x, y, z for each atom (eV/Å):
0.3005 -0.2342 -0.0025
0.4828 0.0824 0.2211
0.0096 0.0026 -0.0785
-0.0360 -0.1785 0.0004
0.1619 0.0656 0.0372
-0.0186 0.0050 0.0173
-0.1148 -0.0199 0.1045
-0.0031 -0.0158 0.0120
0.0651 0.0846 0.0966
0.0385 -0.0128 0.0046
-0.0051 -0.0301 -0.0024
-0.1076 -0.1706 0.0313
0.0210 -0.0227 0.0708
0.0465 -0.0069 -0.0571
0.0771 0.0274 0.0462
-0.1165 0.0742 0.0944
0.1394 -0.0165 -0.0381
0.0272 -0.0521 -0.0298
-0.0181 0.0582 -0.0391
0.0478 0.0344 -0.0264
-0.0274 0.0025 0.0064
-0.0271 -0.0371 0.0144
0.0242 0.0609 -0.1022
0.0906 -0.0492 0.0289
0.0071 -0.0508 -0.0502
-0.0188 0.0266 0.0319
-0.0814 -0.0134 0.0347
-0.0137 0.0474 0.0135
-0.0532 0.0197 0.0089
0.0613 0.0273 -0.0329
0.0261 0.0133 -0.0921
-0.2198 0.0519 -0.0035
0.0310 -0.0822 -0.1388
0.0350 0.0633 0.0077
0.0192 0.0725 -0.0037
0.0496 0.0544 0.0359
0.0485 0.0331 -0.0439
-0.9644 -0.1839 -0.9026
-0.1164 0.1412 -0.0120
-0.0522 0.2018 0.0412
0.1374 0.1095 0.3420
-0.0582 0.0501 0.0344
-0.0171 -0.0243 0.0000
-0.0287 0.0464 0.0247
-0.3115 0.0955 -0.1294
0.1053 0.0530 -0.0106
-0.1720 0.0851 0.0220
-0.0840 -0.2029 0.1930
-0.0346 0.0012 -0.0817
0.2595 0.8837 0.3373
0.0186 0.0048 -0.0466
0.1044 -0.1886 -0.0172
-0.1276 0.2032 -0.1072
0.1906 -0.0747 0.1957
-0.0188 -0.0031 0.0002
-0.0561 -0.2150 -0.1513
-0.0203 -0.0179 0.0269
0.1804 0.0197 0.1769
0.0632 -0.0362 -0.0484
-0.0247 -0.0378 -0.0381
0.1072 -0.4210 -0.1692
-0.1627 0.0995 0.0299
0.0080 -0.1697 -0.0157
-0.0412 -0.0141 0.0446
0.0009 -0.0840 -0.0357
0.0611 -0.0865 0.0087
-0.0412 -0.1193 0.0175
-0.0096 -0.0175 -0.0345
-0.0368 0.2161 -0.1176
-0.0132 -0.0627 -0.0173
-0.0212 -0.1019 0.0032
-0.0090 0.0055 -0.0364
-0.0348 -0.0238 -0.0260
0.0458 0.0611 -0.0107
-0.0487 0.0399 0.0547
0.1824 -0.0094 0.2320
0.0473 -0.1145 0.0504
0.0443 -0.0224 -0.0046